[1]
C4H12N2 as an isolated structure. Source: the OMol25 dataset; level of theory: the ωB97M-V functional and the def2-TZVPD basis.

Element x y z (Å)
N  -0.216  -1.424  0.458
H  -3.138  -0.193  -1.519
H  -0.716  0.985  0.081
H  1.953  -1.573  -1.462
C  0.279  0.774  -0.298
H  3.260  2.543  1.908
C  2.024  -1.068  -0.497
C  -3.540  0.111  -0.543
H  2.462  -1.767  0.215
H  2.604  2.601  2.319
C  0.640  -0.656  -0.060
H  0.093  -2.383  0.597
H  2.680  -0.207  -0.607
H  -4.449  0.704  -0.576
H  1.000  1.421  0.198
H  0.315  0.993  -1.366
H  -2.194  -0.705  0.577
N  -3.055  -0.154  0.575

highest occupied orbital energy: -9.147 eV
energy above the lowest of the compared OMol25 structures with the same formula, charge and spin: 49.11 kcal per mole
lowest unoccupied orbital energy: 0.95 eV
electronic energy: -7320.899 eV
strongest force on any atom: 1.14 eV/A
charge: 0

[2]
C4H12N2 as an isolated structure. Source: the OMol25 dataset; level of theory: the ωB97M-V functional and the def2-TZVPD basis.

Element x y z (Å)
C  1.365  1.522  0.007
C  1.115  -1.118  -0.735
C  -2.072  -0.628  0.255
H  -2.958  -0.737  -0.369
N  -1.169  0.349  -0.343
C  0.595  0.328  0.507
N  0.618  0.084  1.750
H  0.070  -0.718  2.047
H  2.177  -0.933  -0.888
H  1.098  2.412  0.582
H  0.656  -1.229  -1.725
H  -1.576  -1.591  0.348
H  1.130  1.704  -1.040
H  -2.400  -0.317  1.250
H  0.980  -2.057  -0.193
H  -0.443  0.329  -1.104
H  2.435  1.335  0.052
H  -1.620  1.265  -0.400

highest occupied orbital energy: -7.630 eV
energy above the lowest of the compared OMol25 structures with the same formula, charge and spin: 89.57 kcal per mole
lowest unoccupied orbital energy: 0.88 eV
electronic energy: -7319.145 eV
strongest force on any atom: 4.06 eV/A
charge: 0